Entry 1:
A molecular structure, C43H43N14O2S4Sr. Source: the Open Molecules 2025 dataset; level of theory: the ωB97M-V functional and the def2-TZVPD basis.

Summary:
total charge: -1
highest occupied orbital energy: -4.704 eV
HOMO-LUMO gap: 6.71 eV
multiplicity: 1
LUMO: 2.01 eV
E: -4205.15356 Ha

Cartesian coordinates (Å):
Sr1 0.411 -0.271 1.107
C1 2.901 6.580 -0.948
C2 2.980 5.290 -0.120
C3 3.459 4.166 -1.037
C4 4.001 5.460 1.014
C5 1.616 4.978 0.491
C6 0.925 5.978 1.198
C7 -0.304 5.751 1.785
C8 -0.856 4.478 1.683
S1 -2.369 3.870 2.265
C9 -1.988 2.294 1.569
N1 -0.832 2.236 0.983
C10 -0.175 3.458 1.015
C11 1.050 3.718 0.402
C12 -2.928 1.170 1.665
C13 -4.280 1.436 1.923
C14 -5.179 0.388 1.996
C15 -4.707 -0.911 1.809
C16 -3.360 -1.138 1.555
C17 -2.392 -0.117 1.473
H1 3.869 6.780 -1.414
H2 2.642 7.446 -0.337
H3 2.153 6.484 -1.738
H4 4.402 4.458 -1.508
H5 2.731 3.974 -1.827
H6 3.644 3.246 -0.480
H7 4.982 5.716 0.605
H8 4.098 4.529 1.574
H9 3.699 6.252 1.703
H10 1.364 6.964 1.293
H11 -0.819 6.543 2.314
H12 1.539 2.906 -0.119
H13 -4.631 2.457 2.045
H14 -6.229 0.574 2.190
H15 -5.402 -1.745 1.865
H16 -3.041 -2.170 1.410
C18 3.457 0.526 -2.733
C19 2.313 1.400 -3.118
N2 1.136 1.363 -2.585
C20 0.319 2.361 -3.073
C21 0.884 3.148 -4.025
S2 2.493 2.643 -4.328
C22 -1.044 2.490 -2.540
C23 -1.590 3.633 -2.051
S3 -3.146 3.303 -1.423
C24 -2.970 1.636 -1.880
N3 -1.841 1.372 -2.455
C25 -4.035 0.629 -1.598
H17 4.055 1.015 -1.960
H18 4.096 0.305 -3.588
H19 3.078 -0.395 -2.293
H20 0.428 3.960 -4.567
H21 -1.124 4.600 -1.950
H22 -4.606 0.408 -2.503
H23 -4.715 0.979 -0.823
H24 -3.560 -0.283 -1.237
N4 5.381 -3.248 5.427
C26 4.971 -2.225 4.585
C27 3.614 -1.905 4.486
C28 3.186 -0.927 3.610
C29 4.108 -0.248 2.823
C30 5.464 -0.513 2.952
C31 5.896 -1.480 3.839
S4 3.517 0.751 1.506
O1 4.576 1.632 1.070
O2 2.283 1.390 1.989
N5 2.970 -0.183 0.347
C32 3.247 -1.489 0.154
N6 2.265 -2.169 -0.475
C33 2.369 -3.488 -0.552
C34 3.455 -4.178 -0.044
C35 4.464 -3.383 0.485
N7 4.398 -2.067 0.564
H25 4.702 -4.000 5.503
H26 6.306 -3.597 5.229
H27 2.897 -2.453 5.083
H28 2.130 -0.697 3.541
H29 6.166 0.015 2.322
H30 6.953 -1.703 3.924
H31 1.539 -4.007 -1.023
H32 3.520 -5.255 -0.064
H33 5.383 -3.829 0.858
N8 0.319 -2.753 2.343
C36 0.850 -3.726 2.715
N9 1.334 -4.863 3.074
C37 2.273 -5.000 3.971
N10 3.090 -5.231 4.765
N11 -1.017 -0.828 4.200
C38 -1.915 -0.268 5.023
C39 -1.593 1.068 5.117
C40 -0.475 1.219 4.279
N12 -0.144 0.063 3.722
H34 -0.981 -1.759 3.801
H35 -2.711 -0.841 5.466
H36 -2.098 1.827 5.689
H37 0.092 2.108 4.050
C41 -1.630 -1.099 -4.387
N13 -0.562 -1.581 -3.520
C42 0.788 -1.562 -4.071
C43 -0.682 -1.336 -2.223
N14 -0.782 -1.119 -1.096
H38 -1.736 -1.777 -5.236
H39 -1.416 -0.089 -4.746
H40 -2.563 -1.074 -3.830
H41 0.855 -2.290 -4.881
H42 1.491 -1.833 -3.286
H43 1.040 -0.568 -4.450

Entry 2:
A molecular structure, C43H44GeIrN3O2Se in a non-equilibrium geometry. Source: the Open Molecules 2025 dataset; level of theory: the ωB97M-V functional and the def2-TZVPD basis.

Summary:
highest occupied orbital energy (spin up / spin down): -6.944 / -6.959 eV
HOMO-LUMO gap (spin up / spin down): 5.97 / 5.71 eV
multiplicity: 1
LUMO (spin up / spin down): -0.97 / -1.25 eV
E: -6562.34108 Ha

Cartesian coordinates (Å):
Ir1 -0.700 0.942 0.400
C1 1.163 3.059 -1.234
N1 1.382 1.743 -0.655
C2 1.686 0.765 -1.696
C3 2.326 1.743 0.431
C4 3.389 2.623 0.525
C5 4.149 2.701 1.684
C6 3.785 1.941 2.783
C7 2.760 1.021 2.696
C8 2.057 0.840 1.494
N2 1.021 -0.032 1.301
C9 0.839 -1.180 1.996
C10 1.823 -1.820 2.771
C11 1.499 -2.904 3.555
C12 0.203 -3.396 3.578
C13 -0.755 -2.858 2.731
C14 -0.439 -1.800 1.899
N3 -1.307 -1.314 0.868
C15 -0.899 -1.893 -0.421
C16 -2.725 -1.547 1.092
H1 1.993 3.380 -1.879
H2 1.026 3.782 -0.431
H3 0.257 3.024 -1.835
H4 2.502 1.116 -2.339
H5 0.802 0.592 -2.310
H6 1.986 -0.173 -1.236
H7 3.633 3.277 -0.298
H8 4.992 3.376 1.734
H9 4.303 2.076 3.719
H10 2.446 0.484 3.578
H11 2.843 -1.471 2.724
H12 2.259 -3.356 4.171
H13 -0.053 -4.230 4.213
H14 -1.744 -3.287 2.720
H15 -1.201 -2.946 -0.478
H16 0.182 -1.832 -0.516
H17 -1.366 -1.349 -1.242
H18 -2.979 -2.611 0.999
H19 -3.289 -1.002 0.336
H20 -3.003 -1.190 2.083
O1 -2.270 2.435 -0.343
C17 -2.353 2.057 -1.534
O2 -1.805 0.995 -1.917
C18 -3.079 2.951 -2.515
C19 -3.944 2.163 -3.473
Ge1 -3.171 0.511 -4.323
C20 -3.488 -1.169 -3.322
C21 -4.358 -1.228 -2.244
C22 -4.687 -2.440 -1.662
C23 -4.151 -3.617 -2.156
C24 -3.272 -3.570 -3.224
C25 -2.943 -2.355 -3.797
C26 -1.408 0.599 -5.245
C27 -1.184 -0.197 -6.365
C28 -0.022 -0.069 -7.106
C29 0.937 0.860 -6.738
C30 0.737 1.640 -5.612
C31 -0.427 1.506 -4.877
C32 -4.501 0.399 -5.814
C33 -4.231 0.892 -7.084
C34 -5.213 0.946 -8.056
C35 -6.502 0.534 -7.764
C36 -6.794 0.050 -6.501
C37 -5.802 -0.011 -5.540
H21 -2.309 3.497 -3.070
H22 -3.674 3.677 -1.954
H23 -4.259 2.801 -4.300
H24 -4.853 1.835 -2.961
H25 -4.789 -0.317 -1.851
H26 -5.376 -2.470 -0.829
H27 -4.429 -4.569 -1.724
H28 -2.850 -4.482 -3.624
H29 -2.262 -2.325 -4.638
H30 -1.937 -0.911 -6.677
H31 0.129 -0.683 -7.985
H32 1.835 0.978 -7.328
H33 1.481 2.368 -5.319
H34 -0.582 2.118 -4.002
H35 -3.229 1.228 -7.320
H36 -4.981 1.330 -9.039
H37 -7.271 0.582 -8.522
H38 -7.803 -0.262 -6.265
H39 -6.041 -0.396 -4.556
Se1 -1.013 2.037 2.796
C38 -2.717 2.903 2.852
C39 -3.027 3.923 1.961
C40 -4.282 4.500 1.990
C41 -5.219 4.085 2.923
C42 -4.892 3.103 3.845
C43 -3.647 2.508 3.808
H40 -2.307 4.224 1.216
H41 -4.539 5.269 1.274
H42 -6.201 4.535 2.941
H43 -5.619 2.788 4.578
H44 -3.390 1.716 4.497

Here are the calculated ΔE to the lowest compared entry with this formula, charge and spin numbers, same order: 6.0; 288.4 (kJ/mol).